Entry 1:
Formula: C21H47ClFN3NbO2
Source: OMol25
Level of theory: ωB97M-V/def2-TZVPD

total charge	-1
E_tot	-1759.83099	hartree
multiplicity	3
HOMO-LUMO gap (spin up / spin down)	7.203 / 6.280	eV
expectation value of S²	2.010

Each line ends with the Mulliken charge.
Geometry (Å):
C: -1.756 -4.951 -0.751  -0.349
C: -0.557 -5.107 -1.874  -0.277
C: 0.766 -5.920 -1.350  -0.502
Cl: 0.147 -7.517 -0.575  -0.242
Nb: 1.998 -4.859 0.244  0.029
N: 2.622 -6.746 1.113  -0.735
F: 1.651 -2.915 -0.589  -0.572
H: -2.049 -3.800 -0.684  -0.217
H: -1.421 -5.318 0.314  0.247
H: -2.734 -5.534 -1.103  0.238
H: -1.026 -5.760 -2.756  0.253
H: -0.293 -4.051 -2.361  0.217
H: 1.513 -6.185 -2.238  0.353
H: 3.532 -4.913 -0.769  0.034
H: 2.875 -4.039 1.643  0.055
H: 0.495 -4.771 1.272  0.055
H: 1.956 -7.087 1.841  0.233
H: 2.836 -7.467 0.388  0.232
C: 4.391 0.831 -1.225  -1.879
C: 3.322 1.086 -0.122  2.001
C: 1.916 0.659 -0.634  -0.877
C: 1.321 1.616 -1.656  -0.519
C: 1.327 3.051 -1.138  -0.691
C: 2.731 3.512 -0.660  1.811
N: 3.365 2.535 0.285  0.251
O: 2.704 2.649 1.526  -0.489
C: 3.645 3.736 -1.893  -1.794
C: 2.609 4.941 -0.044  -1.801
C: 3.736 0.118 1.030  -1.830
H: 3.971 0.832 -2.233  0.303
H: 5.204 1.565 -1.177  0.346
H: 4.877 -0.148 -1.108  0.492
H: 1.219 0.579 0.213  0.080
H: 1.968 -0.350 -1.074  0.232
H: 1.858 1.549 -2.607  0.374
H: 0.287 1.317 -1.879  0.351
H: 0.963 3.720 -1.934  0.419
H: 0.604 3.134 -0.321  -0.327
H: 4.667 3.992 -1.587  0.367
H: 3.278 4.568 -2.511  0.427
H: 3.697 2.883 -2.569  0.317
H: 1.897 4.985 0.787  0.284
H: 2.249 5.662 -0.790  0.391
H: 3.580 5.301 0.318  0.473
H: 4.732 0.371 1.418  0.471
H: 3.776 -0.919 0.674  0.412
H: 3.031 0.121 1.868  0.295
C: -2.284 0.190 2.604  -1.891
C: -2.225 1.482 1.736  1.987
C: -3.352 2.465 2.166  -1.304
C: -4.741 2.036 1.718  -0.469
C: -4.774 1.751 0.220  -1.229
C: -3.683 0.739 -0.224  1.650
N: -2.320 1.106 0.281  0.491
O: -1.865 2.208 -0.474  -0.496
C: -4.071 -0.682 0.262  -1.693
C: -3.724 0.604 -1.779  -1.926
C: -0.850 2.121 2.111  -2.041
H: -3.278 -0.002 3.013  0.349
H: -1.952 -0.690 2.042  0.347
H: -1.613 0.249 3.474  0.492
H: -3.149 3.466 1.758  0.372
H: -3.348 2.583 3.262  0.326
H: -5.076 1.161 2.283  0.290
H: -5.463 2.832 1.951  0.387
H: -5.772 1.369 -0.049  0.363
H: -4.657 2.694 -0.321  0.372
H: -3.284 -1.409 0.029  0.288
H: -4.989 -1.032 -0.231  0.469
H: -4.284 -0.743 1.330  0.321
H: -3.579 1.562 -2.291  0.349
H: -4.698 0.225 -2.116  0.447
H: -2.958 -0.094 -2.137  0.425
H: -0.020 1.457 1.838  0.479
H: -0.786 2.303 3.191  0.567
H: -0.684 3.093 1.633  0.336

=====

Entry 2:
Formula: C21H47OP3PdSe
Source: OMol25
Level of theory: ωB97M-V/def2-TZVPD

total charge	+4
E_tot	-4455.26232	hartree
multiplicity	5
HOMO-LUMO gap (spin up / spin down)	5.570 / 4.782	eV
expectation value of S²	6.034

Each line ends with the Mulliken charge.
Geometry (Å):
Pd: -0.184 -0.124 -0.467  -0.115
P: -2.571 -0.194 -0.214  0.992
P: 0.173 -2.506 -0.168  1.111
P: -0.046 2.249 -0.080  0.870
H: 2.306 -0.958 -1.276  0.458
C: 2.051 -0.040 -0.750  -0.996
C: 1.876 -0.042 0.640  -0.581
H: 2.008 -0.964 1.204  0.306
C: -3.427 -0.202 -1.835  -1.421
C: -3.366 -1.632 0.602  -1.269
C: -3.481 1.124 0.679  -1.353
C: 1.868 -3.194 -0.013  -1.468
C: -0.575 -3.425 1.232  -1.054
C: -0.456 -3.312 -1.678  -1.195
C: 1.565 3.125 -0.080  -1.322
C: -0.708 2.887 1.500  -0.760
C: -0.947 3.099 -1.419  -0.998
H: 2.220 0.887 -1.294  0.511
H: 1.930 0.889 1.203  0.248
H: -4.518 -0.234 -1.705  0.508
H: -3.109 -1.079 -2.407  0.351
H: -3.158 0.698 -2.395  0.354
H: -4.453 -1.483 0.679  0.578
H: -2.977 -1.728 1.622  0.246
H: -3.185 -2.558 0.046  0.449
H: -4.560 0.912 0.676  0.554
H: -3.324 2.110 0.232  0.418
H: -3.158 1.144 1.727  0.343
H: 1.843 -4.230 -0.379  0.543
H: 2.162 -3.194 1.044  0.464
H: 2.616 -2.636 -0.580  0.455
H: -0.413 -4.501 1.069  0.480
H: -1.646 -3.242 1.331  0.286
H: -0.076 -3.121 2.163  0.188
H: -0.081 -4.342 -1.708  0.530
H: -0.107 -2.758 -2.558  0.270
H: -1.552 -3.315 -1.674  0.308
H: 1.376 4.164 -0.389  0.519
H: 2.292 2.679 -0.764  0.441
H: 1.984 3.124 0.935  0.414
H: -0.702 3.985 1.471  0.522
H: -0.078 2.534 2.327  -0.131
H: -1.728 2.541 1.684  0.197
H: -0.617 4.146 -1.439  0.538
H: -2.029 3.056 -1.248  0.253
H: -0.711 2.614 -2.376  0.222
C: 1.211 0.143 -4.920  0.804
C: 2.502 -0.112 -4.414  0.022
C: 3.611 -0.097 -5.267  -0.616
C: 3.459 0.161 -6.638  -0.410
C: 2.171 0.396 -7.157  -0.655
C: 1.060 0.389 -6.311  -0.618
Se: -0.319 0.153 -3.798  0.283
H: 0.244 -0.138 -2.262  -0.038
H: 2.629 -0.318 -3.351  0.209
H: 4.610 -0.289 -4.862  0.431
H: 4.330 0.178 -7.304  0.445
H: 2.040 0.586 -8.226  0.435
H: 0.061 0.572 -6.712  0.401
C: 0.686 2.132 5.484  -1.108
C: 1.140 1.030 4.544  -0.286
O: 0.043 0.441 3.825  0.021
C: -0.402 -0.837 4.293  0.215
C: -0.862 -0.874 5.744  -1.392
H: 0.005 2.833 4.986  0.301
H: 1.566 2.683 5.825  0.411
H: 0.191 1.711 6.368  0.384
H: 1.781 1.438 3.750  0.348
H: 1.692 0.257 5.107  0.520
H: -1.231 -1.109 3.626  0.050
H: 0.417 -1.563 4.154  0.367
H: -1.569 -0.071 5.981  0.376
H: -1.377 -1.822 5.927  0.437
H: -0.013 -0.827 6.436  0.404

=====

Entry 3:
Formula: C21H48Br9O12P3
Source: OMol25
Level of theory: ωB97M-V/def2-TZVPD

E_tot	-25922.17208	hartree
multiplicity	1
HOMO-LUMO gap	9.142	eV

Each line ends with the Mulliken charge.
Geometry (Å):
C: 5.262 -39.572 14.762  -0.933
C: 5.267 -39.172 16.253  -0.439
O: 4.270 -39.940 16.922  -0.233
P: 4.534 -41.158 17.931  0.566
O: 5.552 -41.094 18.972  -0.798
O: 3.111 -41.566 18.550  0.180
C: 2.500 -40.602 19.472  -0.464
C: 1.541 -41.349 20.435  -1.103
O: 4.674 -42.372 16.876  -0.137
C: 4.654 -43.675 17.384  0.656
C: 6.039 -44.196 17.663  -1.625
H: 5.103 -40.622 14.517  0.201
H: 4.527 -39.125 14.093  0.328
H: 6.263 -39.416 14.359  0.329
H: 6.238 -39.071 16.738  0.413
H: 5.066 -38.102 16.313  0.347
H: 3.245 -39.954 19.935  0.466
H: 2.047 -39.837 18.842  0.343
H: 1.895 -42.358 20.645  0.245
H: 1.363 -40.780 21.348  0.353
H: 0.555 -41.546 20.012  0.224
H: 4.100 -43.786 18.316  0.130
H: 4.187 -44.121 16.506  -0.236
H: 6.729 -43.782 16.928  0.363
H: 6.332 -43.602 18.529  0.454
H: 6.154 -45.219 18.022  0.385
C: -0.073 -48.715 14.199  -0.655
C: 0.615 -49.916 13.688  -0.510
O: 1.288 -50.464 14.760  0.122
P: 2.320 -51.718 14.678  0.387
O: 2.816 -51.986 13.317  -0.828
O: 3.465 -51.304 15.769  0.095
C: 4.602 -50.553 15.404  -0.026
C: 5.817 -51.450 15.337  -1.437
O: 1.524 -52.939 15.350  -0.132
C: 1.963 -54.218 15.302  -0.257
C: 1.094 -55.188 16.212  -1.177
H: 0.539 -47.814 14.251  -0.330
H: -0.864 -48.428 13.506  0.250
H: -0.531 -48.983 15.151  0.516
H: -0.042 -50.703 13.318  0.376
H: 1.269 -49.646 12.858  0.456
H: 4.384 -49.888 14.568  0.310
H: 4.834 -49.824 16.181  0.301
H: 5.973 -52.135 14.504  0.311
H: 6.700 -50.811 15.349  0.420
H: 5.782 -52.106 16.206  0.299
H: 1.952 -54.595 14.280  0.310
H: 2.960 -54.284 15.738  0.243
H: 1.754 -56.005 16.504  0.350
H: 0.694 -54.708 17.105  0.251
H: 0.131 -55.399 15.748  0.342
C: 3.585 -46.898 15.818  -0.251
C: 2.724 -46.115 14.720  -0.029
O: 2.947 -46.695 13.458  -0.179
P: 2.300 -46.039 12.136  0.584
O: 1.663 -44.721 12.327  -0.657
O: 3.391 -46.196 10.975  -0.376
C: 3.138 -45.887 9.642  0.180
C: 4.381 -45.816 8.804  -1.315
O: 1.282 -47.261 11.781  0.056
C: 0.073 -47.073 10.954  -0.504
C: -0.162 -48.368 10.040  -0.914
H: 4.628 -46.611 15.690  0.339
H: 3.165 -46.524 16.752  0.120
H: 3.441 -47.910 15.442  -0.298
H: 1.704 -46.042 15.098  -0.104
H: 3.090 -45.091 14.648  0.334
H: 2.595 -46.823 9.509  0.013
H: 2.358 -45.126 9.609  0.365
H: 5.111 -46.503 9.233  0.311
H: 4.207 -46.070 7.759  0.351
H: 4.901 -44.862 8.723  0.348
H: -0.758 -46.833 11.617  0.398
H: 0.168 -46.196 10.313  0.432
H: 0.627 -48.239 9.299  0.282
H: 0.064 -49.176 10.734  0.141
H: -1.111 -48.501 9.520  0.362
C: 1.296 -49.739 18.451  0.357
Br: 1.543 -51.759 18.706  -0.102
Br: 2.839 -48.536 19.074  -0.016
Br: -0.308 -49.341 19.547  -0.054
H: 1.245 -49.511 17.386  -0.313
C: -0.421 -45.517 18.368  -0.479
Br: -1.269 -46.212 19.978  -0.047
Br: 0.098 -46.985 17.226  0.217
Br: 1.122 -44.305 18.556  0.154
H: -1.261 -44.991 17.914  0.299
C: -0.169 -41.913 15.319  -0.471
Br: 1.765 -42.438 15.336  0.124
Br: -0.433 -40.548 16.782  -0.088
Br: -1.271 -43.497 15.473  -0.034
H: -0.453 -41.379 14.413  0.461